Below is a structure of composition C22H23F4N5O2Zn, with properties calculated with ωB97M-V with the def2-TZVPD basis set.

CARTESIAN COORDINATES (ANGSTROEM)
1 Zn 0.43 0.33 -0.24
2 C -0.27 1.58 -3.09
3 C -0.04 2.74 -2.14
4 N 0.73 2.37 -0.92
5 C 2.18 2.65 -1.11
6 C 2.84 2.00 -2.32
7 C 0.30 3.20 0.25
8 C -0.65 2.46 1.17
9 N -0.04 1.17 1.46
10 C -0.03 0.64 2.72
11 C 0.98 -0.25 3.11
12 F 1.92 -0.59 2.21
13 C 1.02 -0.82 4.36
14 F 2.02 -1.67 4.63
15 C 0.07 -0.54 5.32
16 C -0.95 0.31 4.96
17 F -1.93 0.61 5.82
18 C -1.01 0.87 3.70
19 F -2.09 1.62 3.38
20 H -0.76 1.93 -4.01
21 H -0.94 0.85 -2.63
22 H 0.65 1.06 -3.37
23 H -1.00 3.13 -1.82
24 H 0.48 3.56 -2.65
25 H 2.67 2.31 -0.19
26 H 2.31 3.73 -1.16
27 H 2.70 0.92 -2.34
28 H 3.91 2.21 -2.27
29 H 2.47 2.42 -3.25
30 H -0.14 4.14 -0.12
31 H 1.19 3.46 0.82
32 H -1.63 2.36 0.68
33 H -0.81 3.06 2.06
34 H 0.11 -0.99 6.31
35 N -3.31 -3.74 -3.71
36 C -3.17 -3.05 -2.80
37 C -2.98 -2.19 -1.66
38 C -3.77 -2.30 -0.52
39 C -3.51 -1.46 0.54
40 C -2.49 -0.53 0.43
41 N -1.74 -0.41 -0.67
42 C -1.98 -1.23 -1.69
43 H -4.55 -3.05 -0.47
44 H -4.08 -1.52 1.46
45 H -2.23 0.11 1.26
46 H -1.33 -1.14 -2.56
47 O 0.00 -2.52 1.12
48 C 0.77 -2.55 0.19
49 C 1.57 -3.76 -0.26
50 C 2.32 -3.29 -1.50
51 C 1.91 -1.83 -1.64
52 O 2.29 -1.08 -2.53
53 N 1.05 -1.47 -0.63
54 H 0.89 -4.59 -0.44
55 H 2.23 -4.06 0.56
56 H 2.04 -3.81 -2.41
57 H 3.40 -3.34 -1.42

- HOMO level (hartree) = -0.2796
- gap between HOMO and LUMO (eV) = 7.35
- charge = 0
- 2S+1 = 1

---

Below is a structure of composition C19H14BrClN4NiO5, with properties calculated with ωB97M-V with the def2-TZVPD basis set.

CARTESIAN COORDINATES (ANGSTROEM)
1 Ni -0.45 -0.41 0.51
2 Br -3.96 5.75 -1.31
3 C -3.31 4.14 -0.55
4 C -4.21 3.26 0.09
5 C -3.76 2.09 0.64
6 C -2.39 1.72 0.59
7 O -2.02 0.60 1.11
8 C -1.49 2.64 -0.04
9 C -0.08 2.43 -0.09
10 N 0.54 1.40 0.38
11 C 1.93 1.28 0.30
12 C 2.83 2.31 0.16
13 C 4.21 2.05 0.07
14 C 4.70 0.78 0.15
15 C 3.80 -0.31 0.34
16 C 4.22 -1.65 0.45
17 C 3.30 -2.63 0.64
18 C 1.94 -2.28 0.73
19 N 1.52 -1.04 0.64
20 C 2.43 -0.05 0.43
21 C -1.98 3.83 -0.60
22 H -5.26 3.52 0.13
23 H -4.44 1.41 1.13
24 H 0.49 3.22 -0.58
25 H 2.49 3.33 0.11
26 H 4.89 2.88 -0.06
27 H 5.76 0.58 0.08
28 H 5.28 -1.88 0.37
29 H 3.58 -3.67 0.71
30 H 1.19 -3.04 0.85
31 H -1.29 4.51 -1.08
32 N -2.35 -4.14 0.96
33 C -3.17 -3.49 0.07
34 C -2.65 -2.24 -0.06
35 N -1.53 -2.13 0.73
36 C -1.38 -3.29 1.33
37 H -2.45 -5.09 1.28
38 H -4.02 -3.96 -0.38
39 H -2.99 -1.42 -0.67
40 H -0.60 -3.54 2.02
41 O 1.51 -1.13 -2.55
42 Cl 0.15 -1.52 -2.34
43 O -0.57 -1.61 -3.56
44 O -0.50 -0.45 -1.53
45 O 0.09 -2.76 -1.61

- HOMO level (spin up / spin down) (hartree) = -0.2813 / -0.2831
- relative energy (zero: lowest compared OMol25 entry of this formula, charge and spin) (kcal per mole) = 1.67
- gap between HOMO and LUMO (spin up / spin down) (eV) = 6.97 / 6.95
- charge = 0
- ⟨S²⟩ = 2.006
- 2S+1 = 3

---

Listing total energy for the structures above in their given order: -3455.24890 -5870.01013 Ha.